ORCA calculation (ωB97M-V/def2-TZVPD) on C4H3NO3 in the gas phase at a distorted geometry.

* structure (SMILES): N#C[C@H]1O[C@@H]1C(=O)O
* orbital gap: 0.4150 hartree
* energy above the lowest of the compared OMol25 structures with the same formula, charge and spin: 89.9 kcal/mol
* LUMO energy: 0.001 hartree
* M: 113.072 g mol⁻¹
* E: -434.584110 Ha

Geometry as ORCA input:
```
! wB97M-V def2-TZVPD RIJCOSX def2/J DEFGRID3
* xyz 0 1
N -3.503 0.324 -0.129
C -0.859 0.050 0.556
O -0.292 -1.111 -0.088
C -2.367 0.214 -0.008
C 1.650 0.319 -0.035
O 2.069 1.526 0.030
H 1.487 -1.471 0.015
C 0.251 0.119 -0.523
H -0.812 0.488 1.700
H 0.082 0.490 -1.601
O 2.294 -0.948 0.082
*
```